59
Properties=species:S:1:pos:R:3:forces:R:3 method="wB97M-V/def2-TZVPD" lumo_ev=-4.97 homo_ev=-14.2322 total_energy_ev=-180741.17049 charge=+2 gap_ev=9.259 de_lowest_kj_mol=0.00
Br -5.269 -3.237 -3.100 0.00 0.00 0.00
Zn -0.740 -0.109 0.773 -0.16 -0.04 -0.07
S -1.957 2.034 0.976 0.03 0.03 0.04
S 1.121 1.128 2.014 0.00 0.00 0.01
S -1.554 -0.775 3.008 0.01 0.02 -0.01
O 0.565 -1.511 0.348 0.11 0.03 0.06
N 1.984 -0.573 -1.225 0.00 0.01 0.04
N 3.297 -0.721 -1.607 -0.02 0.00 0.00
N -2.255 -0.973 -0.401 0.08 -0.01 -0.02
C -0.694 1.960 -3.216 -0.01 0.00 0.00
C 1.722 -1.428 -0.195 -0.02 -0.02 -0.06
C -4.056 -2.327 -2.013 -0.01 -0.02 -0.01
C 0.203 -0.241 -2.842 -0.01 0.00 0.01
C 1.209 -0.144 3.305 0.03 0.03 -0.02
C -0.082 -0.482 4.044 -0.05 -0.01 0.02
C 2.913 -2.121 0.068 0.01 0.01 0.01
C 3.832 -0.016 -2.758 0.00 0.00 0.01
C 0.170 2.485 -2.263 0.01 -0.01 0.01
C -2.246 -2.313 -0.471 -0.01 -0.03 -0.01
C 1.057 1.650 -1.596 -0.02 0.03 -0.01
C -4.075 -0.940 -1.950 0.00 0.02 0.01
C 5.276 -2.083 -0.997 0.00 0.00 0.00
C 3.858 -1.662 -0.831 0.01 0.00 -0.01
C -2.627 0.652 3.407 0.00 -0.02 0.00
C -3.147 1.439 2.209 0.00 0.01 0.01
C -0.812 3.125 1.857 0.00 -0.01 -0.01
C -0.677 0.601 -3.506 -0.02 -0.02 0.01
C -3.124 -3.028 -1.259 -0.02 0.03 0.00
C 0.210 2.487 2.798 0.03 -0.03 0.00
C -3.158 -0.309 -1.135 0.00 -0.02 0.00
C 1.065 0.292 -1.893 0.01 -0.01 0.00
H -0.350 0.279 4.775 0.01 0.00 0.00
H -2.091 1.293 4.101 0.00 0.00 0.00
H 1.969 0.142 4.033 0.00 0.00 0.00
H 5.437 -2.534 -1.977 0.00 0.00 0.00
H 4.882 -0.277 -2.843 0.00 0.00 0.00
H -1.402 3.866 2.396 0.00 0.00 0.00
H 0.174 3.548 -2.061 0.00 0.00 0.00
H -1.369 2.617 -3.748 0.00 0.00 0.00
H -3.487 0.253 3.944 0.00 0.00 0.00
H 3.314 -0.316 -3.668 0.00 0.00 0.00
H 3.055 -2.884 0.813 0.00 0.00 0.00
H 1.760 2.046 -0.874 0.01 -0.02 0.01
H 0.080 -1.402 4.606 0.01 0.00 0.00
H 0.926 3.252 3.096 -0.01 0.01 0.00
H -4.787 -0.364 -2.523 0.00 0.00 0.00
H -1.496 -2.823 0.119 0.01 0.02 0.00
H -1.339 0.198 -4.260 0.00 0.00 0.00
H 5.956 -1.237 -0.892 0.00 0.00 0.00
H 5.527 -2.819 -0.239 0.00 0.00 0.00
H 3.745 1.060 -2.622 0.00 0.00 0.00
H -0.304 3.655 1.049 0.00 0.00 0.00
H 0.236 -1.301 -3.062 0.00 0.00 0.00
H -3.719 2.296 2.567 0.00 0.00 0.00
H -0.259 2.115 3.703 0.00 0.01 0.00
H -3.082 -4.108 -1.282 0.00 0.00 0.00
H -3.830 0.829 1.615 -0.01 0.00 0.01
H -3.137 0.772 -1.072 0.00 0.00 -0.03
H 1.580 -1.013 2.761 0.00 0.00 0.01

=====

84
Properties=species:S:1:pos:R:3:forces:R:3 method="wB97M-V/def2-TZVPD" lumo_ev=0.57 homo_ev=-8.1899 total_energy_ev=-38950.48370 charge=0 gap_ev=8.756 smiles=CC1(C)CCCC(C)(C)N1O.CC1(C)CCCC(C)(C)N1O.CO.CO.CO.CO de_lowest_kj_mol=237.81
O -0.985 -0.447 18.356 -0.30 -0.24 0.15
O 0.446 -2.756 18.959 -0.07 -1.93 -0.48
O 1.428 -6.280 18.347 -0.53 0.12 0.46
O 0.262 1.918 17.721 0.88 1.94 -0.34
O -0.145 0.626 15.038 -0.35 -0.13 -0.72
O -2.595 -1.109 15.005 -0.67 -1.26 -0.53
N 0.226 -5.539 18.111 1.15 0.60 -1.48
N -0.100 2.943 18.692 0.31 -0.65 0.03
C -0.843 4.408 16.765 0.30 1.09 0.94
C -0.329 -5.764 20.399 -0.90 -1.13 0.04
C 2.018 4.122 18.033 0.19 1.92 -0.47
C 1.919 2.501 19.900 -2.47 -0.64 -0.44
C -2.321 -0.914 18.190 0.56 -1.27 -0.28
C 0.796 4.674 20.154 -0.45 0.33 1.01
C -0.881 -5.937 18.971 -0.26 -0.51 1.66
C -0.046 -6.895 15.977 1.32 -0.20 0.46
C 0.248 1.423 13.913 1.21 -0.26 0.93
C -1.874 -1.974 14.077 -0.29 0.32 2.77
C -1.367 -7.423 18.867 -0.25 0.28 0.24
C -2.416 2.934 18.023 -0.85 1.02 0.33
C -2.392 -5.036 17.284 -0.22 -0.59 -0.80
C -1.249 -4.757 16.339 1.64 2.66 1.11
C 1.846 -2.699 19.265 -1.09 -0.95 0.23
C -1.446 4.961 19.129 -1.12 -1.08 0.96
C 1.155 3.612 19.128 -0.13 -2.21 0.77
C -0.207 5.724 19.595 0.41 -2.35 -1.14
C 1.253 -4.856 15.925 0.09 0.49 2.03
C 0.066 -5.461 16.637 -1.40 -2.45 -0.46
C -1.154 3.775 18.147 -0.24 1.14 -0.06
C -2.035 -4.938 18.733 0.44 -1.65 0.30
H -0.252 1.133 17.881 -0.84 -0.84 0.98
H -1.642 -7.892 19.845 0.34 0.72 -0.65
H -2.263 -7.502 18.225 0.67 -0.28 0.14
H 2.227 3.461 17.194 -0.20 -0.04 0.19
H -0.143 -6.796 14.889 -0.43 0.05 0.28
H 0.028 -4.775 20.614 0.16 0.53 -0.01
H 1.104 1.996 20.503 1.20 0.55 -0.14
H 0.244 6.182 18.711 0.04 0.40 0.30
H -0.307 5.394 16.826 -0.71 -0.84 0.04
H 1.328 1.176 13.692 -1.15 0.23 -0.41
H 2.138 -5.454 16.046 0.18 -0.64 -0.53
H -2.009 -1.609 13.092 0.05 -0.04 -1.13
H -2.299 -1.774 17.487 -0.18 0.24 0.42
H 2.378 -2.636 18.337 0.75 -0.34 -0.45
H -2.698 -1.259 19.172 -0.33 0.44 -0.52
H -1.594 -4.005 18.947 -0.12 1.46 0.63
H -3.136 -4.317 16.971 -0.84 -0.28 0.20
H -2.377 2.187 17.277 0.63 -1.12 -0.77
H -0.535 -1.250 18.683 0.59 0.36 -0.18
H 0.389 4.102 21.049 0.12 0.90 -0.97
H 2.675 2.969 20.489 0.77 -0.13 0.46
H -0.197 3.763 16.238 0.63 -0.86 -0.85
H 1.586 5.077 17.719 -0.03 -0.28 -0.78
H 0.457 -6.501 20.569 0.04 0.19 0.12
H 2.936 4.499 18.464 0.66 -0.42 0.18
H -0.785 -7.594 16.410 0.26 0.55 -0.45
H -2.171 5.604 18.595 0.34 -0.12 0.33
H 0.969 -4.619 14.941 -0.03 0.03 -1.43
H -2.221 -3.015 14.250 -0.19 0.79 -0.45
H -1.051 -3.640 16.423 -0.12 -0.96 -0.15
H 2.092 -3.596 19.882 0.32 0.76 -0.51
H 1.730 5.154 20.519 -0.44 -0.19 -0.31
H 0.323 -3.723 18.615 0.15 1.76 0.50
H -1.162 -6.025 21.064 0.25 0.26 0.14
H 1.160 -7.212 18.325 0.19 -0.02 -0.10
H 1.554 -3.950 16.406 -0.10 1.06 0.33
H -2.916 -0.182 17.670 -0.31 0.46 0.35
H -2.740 2.472 18.970 0.17 0.35 -0.30
H 0.415 0.910 15.760 -0.03 0.10 0.55
H -2.145 -0.274 15.118 0.74 0.20 -0.17
H -3.191 3.592 17.595 -0.11 -0.05 0.66
H -1.451 -4.926 15.305 -0.60 -0.21 -0.63
H 0.226 2.470 14.229 -0.17 0.10 -0.44
H -2.665 -6.082 17.156 -0.86 0.20 -0.55
H -0.439 1.231 13.085 0.32 0.02 0.11
H -0.847 -1.961 14.428 0.46 0.00 -0.57
H 0.979 -7.324 16.075 -0.78 -0.21 0.11
H -2.868 -5.224 19.434 0.71 0.57 -0.73
H -0.533 -7.993 18.471 -0.25 -0.54 -0.17
H -1.768 4.529 16.226 -0.25 0.20 -0.35
H 2.236 1.731 19.193 0.52 0.26 0.20
H -1.997 4.562 20.064 0.80 0.45 -1.36
H 2.028 -1.790 19.787 0.16 0.64 0.70
H -0.513 6.440 20.298 -0.05 1.14 0.97

=====

146
Properties=species:S:1:pos:R:3:forces:R:3 method="wB97M-V/def2-TZVPD" lumo_ev=-1.83 homo_ev=-9.0683 total_energy_ev=-133558.09893 charge=0 gap_ev=7.238 smiles="C#Cc1nc2cc(B(O)OCC)c(CON=O)c(C(F)(F)c3cccc(C(F)(F)F)c3)c2nc1S(=O)(=O)C(F)(F)C(F)(F)F.c1ccncc1.c1ccncc1.c1ccncc1.c1ccncc1.c1ccncc1.c1ccncc1.c1ccncc1.c1ccncc1"
S 2.556 2.775 -2.649 -2.07 -3.19 -4.66
F 2.717 4.280 -0.378 -0.25 -0.17 -2.57
F 6.214 3.535 -5.522 1.54 -1.32 0.58
F 3.776 5.100 -2.178 -1.98 -1.67 0.43
F 0.877 5.314 -3.329 0.91 -0.34 2.35
F 1.877 6.691 -1.902 -0.80 -2.44 -0.20
F 9.353 -0.450 -9.909 -2.08 0.99 -0.80
F 8.400 3.380 -5.882 -1.56 -1.63 0.76
F 7.791 0.730 -11.164 1.24 -1.63 1.25
F 0.363 5.263 -1.130 2.01 -0.38 -1.89
F 7.486 -1.431 -10.622 1.09 2.17 0.53
O 2.450 2.984 -4.110 1.35 1.06 2.70
O 10.902 1.997 -4.557 -1.50 -0.80 0.04
O 11.332 0.081 -1.612 -0.59 -1.28 -2.08
O 10.839 -1.794 -3.072 -0.86 0.92 1.42
O 12.871 1.732 -4.014 0.30 0.18 -1.52
O 1.433 1.920 -2.255 2.02 1.67 1.34
N -0.955 1.053 0.698 -0.41 -0.12 -0.17
N -5.134 -2.000 2.774 -0.27 -0.39 0.26
N -8.787 -3.210 7.592 -0.25 0.38 -0.10
N 12.180 1.676 -4.974 0.91 -0.37 1.85
N 5.129 2.171 -3.391 -0.46 -1.33 2.88
N 5.697 0.485 -0.883 -1.68 2.89 -4.27
N 6.904 7.491 4.745 -0.12 0.29 0.57
N 7.603 2.599 2.067 -0.23 0.38 -0.02
N -9.200 -6.514 3.655 -0.23 -0.37 0.40
N -6.923 0.778 -0.976 -0.45 0.23 0.04
N -11.903 -7.701 0.294 -0.29 0.38 -0.24
C 5.476 1.021 -6.628 1.19 -0.67 -1.72
C -9.857 -7.473 2.986 0.35 0.43 -0.03
C 6.327 8.670 7.206 -0.03 0.05 0.10
C 5.826 3.791 0.968 0.09 0.02 0.05
C 2.621 4.410 -1.774 1.23 2.00 1.81
C 8.736 1.022 -4.045 -1.67 0.10 0.80
C -5.792 -2.958 2.106 0.25 0.36 0.11
C 6.283 9.419 6.040 0.01 -0.07 0.06
C -11.467 -7.050 -0.792 0.01 -0.29 0.32
C 7.436 1.739 -4.257 2.60 -1.77 2.60
C -2.399 1.260 -1.214 -0.05 -0.08 0.15
C 7.200 0.267 -8.889 -1.45 -0.06 1.60
C -3.357 0.472 -0.595 -0.08 -0.01 -0.17
C 10.000 -2.895 -2.635 -1.43 -0.95 -0.72
C -13.873 -6.322 0.234 0.04 0.03 -0.06
C -9.956 -7.533 5.700 -0.02 0.00 0.00
C -1.221 1.519 -0.531 0.23 0.04 0.38
C -8.098 0.149 -1.099 0.42 0.03 0.01
C -5.888 -3.015 4.820 0.00 0.00 -0.07
C 9.067 -3.270 -3.888 0.69 0.65 0.40
C 6.941 6.790 5.886 0.03 0.08 -0.43
C -9.789 -3.144 6.706 0.32 -0.15 0.22
C 3.405 1.064 -0.103 0.54 -1.14 -1.23
C 4.531 1.159 -1.173 -2.01 -0.04 1.66
C -10.581 -8.483 3.598 -0.04 -0.03 0.11
C 4.922 0.073 -7.632 3.45 1.68 0.22
C -13.092 -7.326 0.785 0.36 -0.23 -0.01
C -6.964 2.079 -0.660 0.21 -0.37 -0.09
C -6.561 -3.992 4.104 -0.08 -0.09 0.13
C -10.628 -8.511 4.982 -0.07 -0.08 0.03
C 7.259 2.597 -5.556 -0.78 0.01 -1.62
C -10.576 -2.020 6.513 0.02 0.07 0.06
C 6.613 2.667 1.166 0.38 -0.18 0.23
C -1.898 0.296 1.276 0.35 0.23 -0.14
C 7.821 3.694 2.807 -0.03 -0.42 -0.24
C -8.554 -2.113 8.323 0.07 -0.38 -0.13
C 7.756 1.246 -7.878 -2.93 -1.50 0.24
C -12.169 -6.031 -1.416 -0.07 0.01 0.04
C -5.195 -2.046 4.111 0.10 0.15 -0.39
C 4.214 1.975 -2.398 2.82 -0.73 0.65
C 2.463 0.703 0.596 1.40 1.13 0.93
C -9.263 -6.563 4.995 0.07 0.09 -0.51
C 6.876 1.593 -6.735 -1.17 -1.22 -1.63
C 6.576 8.786 4.843 0.11 -0.34 -0.23
C 6.661 7.328 7.132 -0.01 0.07 -0.01
C -13.397 -5.664 -0.889 -0.07 0.09 -0.05
C -9.284 -0.941 8.210 -0.06 -0.02 -0.07
C 5.817 -0.322 -8.768 0.50 1.81 1.92
C 7.968 0.064 -1.761 0.62 1.05 -2.45
C 8.014 -0.204 -10.160 -1.38 -0.60 0.61
C 6.072 4.910 1.749 -0.09 0.10 -0.03
C -9.326 0.766 -0.921 0.02 0.08 0.02
C 9.028 0.187 -2.776 -3.89 1.09 0.56
C -8.138 2.786 -0.457 -0.08 -0.06 -0.02
C 6.594 0.728 -1.939 2.79 -1.06 -0.17
C 9.927 1.039 -5.080 -0.80 0.41 -0.89
C -10.315 -0.898 7.284 -0.06 0.09 -0.01
C 1.388 5.381 -2.056 -1.21 2.57 -0.09
C -6.516 -3.967 2.720 0.01 0.00 -0.04
C -9.342 2.112 -0.592 -0.10 0.06 0.02
C 6.362 1.556 -3.167 0.19 0.02 -0.53
C 7.089 4.865 2.689 0.06 -0.03 0.03
C -3.106 -0.024 0.676 -0.07 -0.03 -0.04
B 10.427 -0.560 -2.488 1.47 0.28 0.47
H -5.902 -3.004 5.902 -0.02 0.02 -0.04
H 12.199 -0.347 -1.812 -0.65 0.34 0.66
H -11.765 -5.538 -2.291 0.01 -0.04 0.03
H 6.456 1.766 0.581 0.06 0.26 0.30
H 7.309 5.721 3.317 -0.05 -0.01 -0.10
H -9.052 -0.084 8.829 0.02 -0.05 -0.01
H -5.997 2.563 -0.569 -0.04 0.04 0.03
H 6.705 6.712 8.021 0.01 0.00 -0.05
H 6.102 9.129 8.162 0.01 -0.02 -0.05
H -4.655 -1.257 4.626 -0.03 -0.04 0.04
H 10.615 -3.791 -2.292 -0.44 1.35 -0.69
H 8.185 -0.555 -0.836 -0.62 1.01 -1.16
H -8.725 -5.775 5.512 -0.03 -0.10 0.12
H 6.026 10.471 6.059 0.01 -0.04 -0.03
H -7.031 -4.714 2.131 -0.01 0.02 0.06
H 1.835 0.606 1.525 0.60 -0.01 -1.92
H -14.828 -6.063 0.673 0.04 -0.03 0.01
H -11.372 -2.023 5.779 0.04 -0.03 0.02
H 5.397 -1.056 -9.512 0.89 1.01 0.80
H 5.478 5.808 1.625 0.03 -0.03 0.02
H -10.909 0.001 7.164 0.03 -0.04 0.00
H 8.558 -4.267 -3.756 0.49 1.13 -0.22
H -0.441 2.126 -0.974 -0.09 -0.05 -0.02
H -9.957 -4.048 6.129 -0.09 0.09 -0.04
H -3.831 -0.643 1.190 0.05 0.04 0.07
H 8.795 1.664 -7.964 -1.34 -0.48 -0.07
H 6.552 9.329 3.904 -0.01 0.04 0.06
H -8.035 -0.904 -1.353 -0.07 0.02 0.00
H -11.094 -9.229 3.005 0.04 0.07 -0.05
H -2.561 1.664 -2.206 0.05 0.00 0.03
H -11.183 -9.287 5.498 0.03 0.03 -0.02
H -8.111 3.838 -0.201 0.03 -0.04 -0.01
H -7.116 -4.766 4.620 0.04 0.04 -0.08
H -4.291 0.245 -1.097 -0.01 0.02 0.08
H 9.639 1.403 -6.105 -0.01 -0.48 1.25
H 8.317 -2.430 -4.060 0.77 -1.18 0.36
H 7.211 5.744 5.777 -0.03 0.00 0.07
H 9.745 -3.256 -4.800 -0.83 -0.35 1.09
H -10.247 0.207 -1.035 0.05 0.00 0.00
H -5.724 -2.898 1.025 -0.03 -0.04 0.01
H 9.356 -2.624 -1.730 0.79 -0.15 -1.15
H -10.502 -7.375 -1.169 -0.02 0.06 -0.04
H -13.420 -7.868 1.666 -0.05 0.06 -0.01
H -9.971 -7.524 6.782 0.03 0.04 -0.04
H -13.977 -4.872 -1.348 0.03 -0.04 0.02
H -1.657 -0.066 2.270 -0.08 -0.04 -0.01
H -9.789 -7.412 1.906 -0.10 -0.09 0.04
H -10.282 2.631 -0.443 0.05 -0.02 -0.01
H -7.735 -2.194 9.030 -0.04 0.06 0.01
H 10.382 0.005 -5.242 -0.54 1.28 0.69
H 5.041 3.790 0.223 0.03 -0.01 0.05
H 8.630 3.611 3.526 -0.02 0.06 0.00
H 4.814 1.327 -5.760 1.03 -0.28 -1.20
H 3.869 -0.286 -7.477 1.37 0.25 -0.47

=====

22
Properties=species:S:1:pos:R:3:forces:R:3 method="wB97M-V/def2-TZVPD" lumo_ev=0.86 homo_ev=-9.0691 total_energy_ev=-9531.93552 charge=0 gap_ev=9.925 smiles="C=C(C)C.C=CCO" de_lowest_kj_mol=176.67
O 0.378 -1.671 0.433 -0.28 -0.41 -0.11
C 2.640 -1.263 -0.133 0.05 -0.04 0.28
C -3.166 1.784 -0.494 0.03 0.13 -0.01
C 1.554 -2.287 -0.096 -0.12 0.16 -0.10
C -1.808 1.525 0.092 -0.09 -0.27 -0.05
C 3.788 -1.394 0.515 -0.12 -0.02 -0.20
C -0.688 1.289 -0.876 0.08 0.18 0.03
C -1.635 1.411 1.401 -0.04 0.18 0.15
H -0.673 1.176 1.832 0.10 -0.03 -0.01
H 4.550 -0.631 0.458 0.09 0.05 0.05
H 1.349 -2.648 -1.112 0.07 -0.04 0.01
H -0.353 -2.296 0.304 0.24 0.38 0.13
H 1.858 -3.135 0.521 0.06 -0.07 0.02
H -3.874 2.067 0.282 -0.07 -0.01 0.00
H 2.429 -0.359 -0.691 -0.03 0.02 -0.12
H -3.544 0.890 -0.993 -0.01 -0.05 -0.06
H 4.000 -2.277 1.103 0.04 -0.03 0.04
H -2.459 1.565 2.088 -0.01 -0.02 0.01
H -0.602 2.110 -1.592 -0.03 0.03 0.01
H 0.257 1.186 -0.347 0.02 -0.06 -0.05
H -3.138 2.579 -1.244 0.03 0.01 0.01
H -0.861 0.380 -1.452 -0.02 -0.09 -0.04